Molecular formula: C20H44Ag2O11S7Tl
Method: DFT, ωB97M-V/def2-TZVPD

The geometry in XYZ format:
```
85
Properties=species:S:1:pos:R:3:forces:R:3:lowdin_charge:R:1
Ag -8.956330 14.582486 25.002591 -0.438 -0.217 -0.112 0.9730
Ag -5.317702 19.055409 23.791745 0.113 0.190 -0.007 0.9970
Tl -2.371421 15.576501 12.429371 0.130 -0.151 -0.077 0.9870
C -6.697563 14.700669 18.420514 -0.122 0.409 -2.532 0.1783
C -5.553834 14.443759 17.609124 2.456 -1.417 -1.639 -0.2902
C -4.163092 14.228522 18.293735 1.631 -0.198 -2.765 -0.2374
O -3.175571 14.090728 17.512116 -2.899 0.457 3.304 0.1230
C -4.200148 14.215935 19.743926 2.744 0.285 -2.734 0.1647
C -5.307054 14.555095 20.437750 -2.019 -0.366 6.205 -0.3116
C -6.646365 14.731574 19.773432 -4.210 1.442 4.567 -0.2739
O -7.786413 15.003735 20.398445 4.824 -1.121 -1.556 0.0535
O -5.159637 14.563251 21.739754 -1.228 0.647 -3.678 0.0265
O -5.525506 14.265086 16.399263 -1.068 0.673 0.970 0.1564
H -7.616905 14.991212 17.933862 -0.250 -0.212 -0.073 0.1629
H -3.280930 14.146895 20.306666 0.114 -0.476 0.043 0.1550
C -13.085720 16.045299 15.808729 -0.693 -0.029 0.648 -0.2581
S -13.729650 14.942517 17.169337 -1.690 1.186 -0.189 0.8257
O -14.241774 15.845729 18.289187 0.963 -1.006 -1.335 -0.5953
C -15.259014 14.496314 16.197557 0.122 -0.649 0.652 -0.2561
H -12.017320 16.236925 15.908202 -0.125 -0.195 -0.034 0.0327
H -13.646162 16.968691 15.954882 0.084 0.099 0.088 0.0504
H -13.386253 15.650448 14.838230 0.384 -0.208 0.077 0.0444
H -15.058507 13.762384 15.417016 0.447 0.434 -0.350 0.0515
H -15.799184 15.381210 15.860982 0.361 0.061 -0.098 0.0603
H -15.936614 13.929309 16.835891 0.167 0.277 0.534 0.0450
C 1.371652 17.431747 21.396880 0.804 0.260 0.634 -0.2669
S 2.646101 18.596581 22.093953 1.404 -0.424 1.438 0.8406
O 3.688301 17.820081 22.919853 -2.211 1.015 -1.467 -0.5600
C 1.640083 19.495637 23.375301 -0.387 -0.729 0.635 -0.2661
H 0.705682 18.021647 20.767128 -0.224 -0.023 0.289 0.0368
H 0.919171 16.851394 22.200970 -0.292 0.211 -0.055 0.0432
H 1.909121 16.735419 20.753187 0.221 0.162 0.059 0.0433
H 1.338448 18.768994 24.129696 -0.063 -0.459 -0.179 0.0404
H 0.734919 20.019287 23.067803 0.150 -0.071 -0.648 0.0372
H 2.217957 20.189577 23.985703 0.618 0.069 -0.714 0.0521
C 2.975495 8.204409 21.852115 -0.473 -0.082 -0.199 -0.2521
S 1.365690 8.007460 21.005914 0.737 0.219 -1.807 0.8558
O 1.616397 7.945932 19.499393 -0.298 0.227 1.878 -0.5621
C 0.721968 9.683730 21.381229 -0.292 -1.047 -0.386 -0.2617
H 3.428770 9.148151 21.548806 0.011 -0.057 0.111 0.0577
H 3.630737 7.366359 21.614546 -0.220 0.023 -0.201 0.0579
H 2.743154 8.156204 22.915958 0.126 0.220 0.052 0.0511
H 0.882362 9.782022 22.454878 -0.047 0.588 -0.149 0.0482
H -0.339146 9.635624 21.136634 -0.060 -0.066 0.276 0.0367
H 1.144364 10.419937 20.697350 0.528 -0.022 0.421 0.0555
C -10.361547 7.664175 15.233430 0.677 0.097 -0.158 -0.2636
S -10.698636 9.194595 14.248801 -0.453 0.691 1.556 0.8481
O -12.104872 9.686386 14.437513 1.034 -0.602 -0.079 -0.5663
C -9.669075 10.284621 15.386566 0.199 0.301 -1.174 -0.2660
H -9.359989 7.370291 14.919415 0.190 0.095 -0.215 0.0408
H -10.980840 6.799050 14.996504 -0.422 0.472 -0.071 0.0557
H -10.266981 7.832063 16.306271 -0.549 0.173 -0.030 0.0469
H -8.625685 9.969605 15.372656 -0.110 -0.643 0.570 0.0400
H -10.138358 10.461332 16.354371 0.057 -0.643 0.023 0.0512
H -9.554401 11.271073 14.937285 -0.624 0.064 -0.419 0.0301
C 2.914994 11.499089 15.591673 -0.116 -0.051 -0.893 -0.2549
S 1.606030 10.796999 14.477646 0.339 0.050 0.180 0.8086
O 1.429988 11.763750 13.318698 0.528 -0.945 0.946 -0.6060
C 2.578311 9.281181 13.995563 -0.421 0.909 -0.111 -0.2388
H 3.756875 11.736113 14.941172 0.031 0.082 0.000 0.0514
H 3.253818 10.801522 16.357640 -0.342 -0.112 -0.060 0.0524
H 2.536817 12.420927 16.033595 -0.101 -0.153 -0.036 0.0378
H 2.762723 8.686953 14.890538 -0.031 0.204 0.094 0.0531
H 3.510753 9.595693 13.526813 -0.057 -0.091 -0.038 0.0560
H 1.959943 8.693936 13.316694 0.068 0.184 -0.059 0.0465
C -4.748807 7.700838 27.655439 -0.536 -0.775 0.664 -0.2899
S -3.356741 8.578835 26.933131 0.358 -0.943 -2.454 0.8465
O -2.669508 7.641577 25.924313 -1.020 1.326 1.824 -0.5687
C -4.380428 9.636946 25.824777 -0.263 0.332 0.225 -0.2821
H -4.398797 6.970325 28.384777 0.521 -0.004 -0.155 0.0545
H -5.348715 7.131060 26.945810 0.240 0.234 -0.409 0.0627
H -5.422190 8.316521 28.251756 0.165 0.560 -0.245 0.0532
H -3.776578 10.311654 25.217965 0.444 -0.370 0.099 0.0382
H -5.053198 10.291764 26.378576 -0.071 -0.160 0.370 0.0342
H -4.975300 9.004388 25.165926 0.172 -0.203 0.084 0.0516
C -15.263111 12.691261 23.239983 -0.029 0.301 0.581 -0.2307
S -14.237861 13.304556 24.668709 -0.480 0.042 -0.950 0.8099
O -13.513030 14.510444 24.122043 0.045 -0.405 0.422 -0.6122
C -15.643784 13.930492 25.631411 -0.302 0.403 0.605 -0.2680
H -15.920565 13.542416 23.062766 -0.157 -0.275 -0.250 0.0463
H -15.803649 11.784038 23.509929 -0.177 0.203 0.324 0.0564
H -14.723615 12.449552 22.324223 0.564 0.308 0.372 0.0533
H -15.312720 14.685100 26.344889 0.584 0.171 -0.327 0.0521
H -16.103118 13.212652 26.310991 0.070 -0.610 -0.509 0.0593
H -16.410440 14.400682 25.015579 0.141 -0.145 -0.194 0.0579
```
Positions in Å, forces in eV/Å.

Properties
Frontier orbital gap in hartree: 0.054
Net charge: +3
Relative energy (zero: lowest compared OMol25 entry of this formula, charge and spin) in kcal/mol: 70.89
HOMO in eV: -12.729
E_tot in eV: -132471.1821

=====

Molecular formula: C2H5Cl3NP
Method: DFT, ωB97M-V/def2-TZVPD

The geometry in XYZ format:
```
12
Properties=species:S:1:pos:R:3:forces:R:3:nbo_charge:R:1
C 1.718393 1.230298 -0.223911 -3.138 -0.518 1.042 -1.0243
P 0.399077 0.185532 0.307005 1.224 -1.314 -3.600 1.3851
N 0.767989 -1.435582 -0.145122 2.273 0.681 0.193 -1.1591
C -1.646107 0.045688 -0.050567 1.603 1.079 -0.697 -0.4277
Cl -2.348522 -1.300324 0.819986 -0.027 0.131 0.278 0.0303
Cl -2.188574 1.658855 0.500586 -0.135 -0.314 0.507 -0.0033
Cl -2.087786 -0.031053 -1.765722 0.358 -0.331 0.109 0.0232
H 1.287135 2.246498 -0.090746 0.839 -0.186 -0.084 0.2215
H 1.858221 0.974676 -1.263230 0.287 0.123 -0.520 0.2174
H 0.176027 0.165194 1.599277 -0.325 0.416 2.524 -0.0778
H 1.830599 -1.722521 -0.161269 -2.961 1.041 0.238 0.4246
H 0.233548 -2.017262 0.473718 0.002 -0.808 0.012 0.3900
```
Positions in Å, forces in eV/Å.

Properties
SMILES string: C=[P@H](N)C(Cl)(Cl)Cl
Frontier orbital gap in hartree: 0.333
Relative energy (zero: lowest compared OMol25 entry of this formula, charge and spin) in kcal/mol: 44.61
HOMO in eV: -8.620
E_tot in eV: -50498.9858